1.
The following is a DFT calculation (ωB97M-V/def2-TZVPD) of a cluster of 12 separate species, C26H76O12 in total.

## Properties
lowest unoccupied orbital energy (spin up / spin down): -2.7089 / -8.8205 eV
Kohn-Sham gap (spin up / spin down): 8.5 / 2.4 eV
strongest force on any atom: 4.1 eV/A

Geometry as ORCA input:
```
! RIJCOSX wB97M-V def2-TZVPD def2/J DEFGRID3
* xyz 1 2
C -2.83 1.94 2.91
C -3.73 1.41 1.84
C -4.43 0.13 2.34
O -4.83 2.28 1.48
H -2.31 2.85 2.62
H -2.04 1.24 3.16
H -3.36 2.13 3.85
H -3.23 1.13 0.91
H -5.03 0.20 3.24
H -3.64 -0.59 2.57
H -5.06 -0.24 1.53
H -5.35 1.83 0.81
C 3.92 1.56 -3.24
C 5.03 2.35 -2.57
C 5.17 3.71 -3.25
O 4.69 2.45 -1.23
H 2.99 1.94 -2.81
H 4.07 0.52 -2.95
H 3.87 1.50 -4.33
H 5.99 1.85 -2.68
H 5.91 4.34 -2.75
H 4.23 4.26 -3.35
H 5.45 3.58 -4.29
H 4.31 1.63 -0.91
C -3.86 -1.06 -4.14
C -3.21 0.25 -3.49
C -2.25 0.89 -4.56
O -4.28 1.13 -3.03
H -3.20 -1.86 -4.47
H -4.45 -0.69 -4.97
H -4.56 -1.53 -3.45
H -2.62 -0.03 -2.61
H -2.30 1.96 -4.35
H -2.56 0.71 -5.59
H -1.21 0.63 -4.40
H -3.87 1.97 -2.81
C 1.59 1.17 0.30
C 0.43 0.44 -0.30
C 0.57 0.11 -1.78
O 0.19 -0.77 0.47
H 1.36 1.44 1.33
H 1.49 2.18 -0.10
H 2.54 0.65 0.21
H -0.47 1.04 -0.19
H -0.32 -0.38 -2.17
H 1.39 -0.54 -2.09
H 0.82 0.97 -2.41
H -0.72 -1.03 0.31
C 0.98 -3.15 3.87
C 0.52 -1.75 4.32
C 1.39 -1.23 5.54
O 0.77 -0.86 3.34
H 0.23 -3.53 3.17
H 0.88 -3.82 4.72
H 2.01 -3.15 3.53
H -0.54 -1.67 4.56
H 2.45 -1.47 5.46
H 1.08 -1.59 6.52
H 1.44 -0.14 5.52
H 0.47 -1.01 2.45
C 1.36 5.27 -0.99
C 0.07 4.65 -1.54
C 0.26 3.93 -2.90
O -0.81 3.81 -0.69
H 1.13 6.13 -0.35
H 1.96 5.61 -1.83
H 2.01 4.61 -0.41
H -0.68 5.44 -1.52
H 0.93 3.07 -2.85
H 0.63 4.63 -3.65
H -0.73 3.64 -3.25
H -0.52 4.06 0.19
C -1.32 -7.06 0.14
C -1.38 -5.52 0.37
C 0.03 -4.91 0.56
O -2.04 -4.89 -0.65
H -0.60 -7.52 0.81
H -1.00 -7.45 -0.83
H -2.23 -7.58 0.44
H -1.90 -5.22 1.28
H 0.02 -3.85 0.79
H 0.60 -5.16 -0.34
H 0.43 -5.42 1.44
H -2.50 -5.55 -1.16
C -3.58 -1.69 -0.45
O -2.25 -2.17 -0.29
H -4.08 -1.83 0.51
H -3.65 -0.63 -0.67
H -4.18 -2.36 -1.06
H -2.23 -3.13 -0.35
C -1.22 -3.16 -3.39
O -1.22 -4.08 -4.46
H -2.22 -3.02 -2.96
H -0.53 -3.58 -2.66
H -0.87 -2.16 -3.60
H -0.28 -4.10 -4.65
C -0.12 4.20 3.10
O -0.71 4.46 1.88
H -0.03 3.12 3.17
H 0.85 4.59 3.41
H -0.81 4.60 3.84
H -1.66 4.43 2.00
C 3.35 -2.41 1.08
O 4.24 -2.26 2.15
H 2.44 -1.81 1.04
H 3.80 -2.35 0.09
H 3.21 -3.48 1.23
H 4.02 -1.45 2.62
C 3.95 1.49 4.02
O 3.69 0.36 3.22
H 3.36 1.26 4.90
H 4.89 1.53 4.56
H 3.37 2.37 3.73
H 2.75 0.20 3.33
*
```


2.
The following is a DFT calculation (ωB97M-V/def2-TZVPD) of an isolated molecule of C22H27N3O2S2.

## Properties
lowest unoccupied orbital energy: 0.4736 eV
Kohn-Sham gap: 8.2 eV
SMILES: CCN(CC)CCCN(C(=O)c1cccs1)c1nc(-c2ccc(OC)cc2)cs1
strongest force on any atom: 1.4 eV/A

Geometry as ORCA input:
```
! RIJCOSX wB97M-V def2-TZVPD def2/J DEFGRID3
* xyz 0 1
C -6.39 -1.13 -1.91
C -4.96 -1.00 -1.38
N -4.96 -0.45 -0.04
C -4.46 -1.34 0.99
C -5.42 -2.50 1.24
C -4.55 0.93 0.05
C -3.05 1.23 -0.21
C -2.19 1.16 1.05
N -0.80 1.43 0.73
C -0.35 2.73 0.84
O -1.01 3.58 1.41
C 0.94 3.05 0.20
C 1.96 3.77 0.74
C 3.02 3.99 -0.17
C 2.76 3.47 -1.39
S 1.25 2.68 -1.46
C 0.03 0.38 0.43
N 1.31 0.42 0.47
C 1.89 -0.77 0.13
C 3.34 -0.86 0.12
C 4.10 0.29 0.40
C 5.47 0.24 0.39
C 6.14 -0.95 0.09
O 7.50 -0.88 0.10
C 8.23 -2.05 -0.17
C 5.40 -2.09 -0.19
C 4.01 -2.04 -0.18
C 0.99 -1.76 -0.16
S -0.63 -1.19 -0.03
H -6.88 -0.16 -1.92
H -6.38 -1.53 -2.92
H -6.97 -1.80 -1.27
H -4.48 -1.98 -1.39
H -4.40 -0.36 -2.06
H -4.37 -0.76 1.91
H -3.46 -1.75 0.74
H -5.07 -3.09 2.08
H -6.41 -2.11 1.47
H -5.50 -3.14 0.37
H -4.82 1.30 1.05
H -5.15 1.48 -0.68
H -2.96 2.23 -0.63
H -2.67 0.52 -0.95
H -2.51 1.93 1.76
H -2.26 0.18 1.52
H 1.96 4.11 1.76
H 3.92 4.52 0.08
H 3.38 3.50 -2.27
H 3.58 1.20 0.64
H 6.06 1.12 0.60
H 8.03 -2.42 -1.18
H 9.28 -1.77 -0.09
H 8.02 -2.84 0.56
H 5.88 -3.02 -0.43
H 3.46 -2.94 -0.40
H 1.17 -2.77 -0.44
*
```


3.
The following is a DFT calculation (ωB97M-V/def2-TZVPD) of a structure of composition C24H16BrCl3LiN2O3.

## Properties
lowest unoccupied orbital energy: 2.1953 eV
Kohn-Sham gap: 6.4 eV
strongest force on any atom: 3.3 eV/A

Geometry as ORCA input:
```
! RIJCOSX wB97M-V def2-TZVPD def2/J DEFGRID3
* xyz -1 1
Li 13.63 -6.70 10.30
Cl 15.11 -6.60 17.26
C 14.52 -6.81 15.69
C 13.83 -8.00 15.32
C 13.32 -8.15 14.06
C 13.46 -7.15 13.04
O 12.96 -7.34 11.89
C 14.20 -5.95 13.42
C 14.57 -4.96 12.47
N 13.97 -4.85 11.30
C 14.34 -3.92 10.40
C 15.07 -2.75 10.65
C 15.36 -1.85 9.63
C 14.93 -2.07 8.33
C 14.20 -3.24 8.02
C 13.77 -3.55 6.72
C 13.09 -4.73 6.49
C 12.81 -5.56 7.57
N 13.18 -5.29 8.83
C 13.88 -4.18 9.05
C 14.71 -5.81 14.71
H 13.71 -8.74 16.09
H 12.78 -9.05 13.76
H 15.39 -4.29 12.73
H 15.36 -2.57 11.67
H 15.90 -0.94 9.86
H 15.12 -1.36 7.54
H 13.98 -2.85 5.91
H 12.75 -5.03 5.51
H 12.26 -6.49 7.44
H 15.24 -4.91 15.03
Br 20.42 -10.86 7.56
C 18.83 -10.02 8.05
C 17.61 -10.36 7.42
C 16.42 -9.72 7.77
C 16.44 -8.71 8.75
C 17.66 -8.38 9.38
C 18.83 -9.02 9.05
C 15.26 -7.95 9.16
O 14.08 -8.32 8.81
O 15.49 -6.90 9.88
H 17.63 -11.13 6.66
H 15.48 -9.96 7.29
H 17.64 -7.61 10.14
H 19.78 -8.78 9.52
Cl 10.89 -5.39 11.04
C 9.49 -4.38 11.49
Cl 9.14 -3.15 10.26
H 9.71 -3.90 12.43
H 8.62 -5.03 11.59
*
```